ORCA calculation (ωB97M-V with the def2-TZVPD basis set) on C39H37Cl5N3O2P2Sn as an isolated structure in a non-equilibrium geometry.

**Charge**: +1
**E_LUMO**: -3.52 eV
**HOMO-LUMO gap**: 7.57 eV
**HOMO level**: -11.10 eV
**E_tot**: -136625.8107 eV

Each line ends with the Löwdin charge.
Geometry (Å):
Sn -3.74 -17.95 -9.90  1.25
C -3.25 -20.99 -12.20  -0.02
C -2.47 -21.55 -11.04  -0.22
C -2.28 -22.91 -10.99  -0.04
C -1.65 -23.50 -9.91  -0.06
C -1.20 -22.73 -8.85  -0.06
C -1.33 -21.36 -8.92  -0.19
C -0.57 -20.59 -7.80  -0.01
C -1.99 -20.76 -9.99  -0.21
N -2.04 -19.31 -9.99  -0.03
C -0.83 -18.67 -9.98  -0.50
O 0.23 -19.13 -10.33  0.11
C -0.86 -17.28 -9.32  -0.20
C 0.25 -16.63 -8.84  0.02
C 0.02 -15.38 -8.30  -0.02
C -1.22 -14.75 -8.36  0.05
C -2.29 -15.48 -8.86  -0.17
N -2.08 -16.74 -9.28  -0.02
C -3.72 -15.06 -9.01  -0.51
O -4.11 -13.94 -8.81  0.12
N -4.57 -16.07 -9.32  -0.03
C -6.01 -15.94 -9.10  -0.19
C -6.96 -15.90 -10.15  -0.21
C -6.60 -15.72 -11.60  -0.04
C -8.30 -15.98 -9.86  -0.06
C -8.78 -16.02 -8.56  -0.08
C -7.90 -15.78 -7.55  -0.05
C -6.50 -15.74 -7.81  -0.21
C -5.58 -15.45 -6.60  -0.07
H -3.50 -21.75 -12.95  0.10
H -2.71 -20.20 -12.71  0.09
H -4.18 -20.54 -11.85  0.02
H -2.63 -23.52 -11.82  0.11
H -1.57 -24.59 -9.79  0.11
H -0.73 -23.24 -8.00  0.13
H 0.51 -20.71 -8.06  0.11
H -0.73 -21.10 -6.86  0.06
H -0.70 -19.53 -7.65  0.05
H 1.21 -17.10 -8.81  0.13
H 0.81 -14.81 -7.87  0.12
H -1.34 -13.73 -7.98  0.15
H -6.73 -16.61 -12.19  0.03
H -5.59 -15.33 -11.74  0.08
H -7.31 -14.96 -11.99  0.10
H -9.03 -15.94 -10.71  0.14
H -9.81 -16.13 -8.35  0.10
H -8.18 -15.61 -6.53  0.11
H -5.94 -15.99 -5.69  0.08
H -5.67 -14.38 -6.42  0.10
H -4.54 -15.72 -6.68  -0.01
Cl -2.06 -16.10 -12.17  0.82
C -3.28 -17.10 -12.82  -0.70
C -4.17 -17.82 -12.03  -0.33
C -5.17 -18.51 -12.69  -0.72
Cl -6.44 -19.22 -11.73  0.76
C -5.26 -18.64 -14.08  -0.73
Cl -6.44 -19.54 -14.88  0.76
C -4.30 -18.01 -14.84  -0.68
Cl -4.33 -18.19 -16.57  0.71
C -3.36 -17.18 -14.22  -0.70
Cl -2.39 -16.16 -15.16  0.74
C -5.30 -21.07 -8.94  -0.25
P -4.71 -19.61 -8.03  0.89
C -6.21 -18.96 -7.31  -0.22
C -3.67 -20.31 -6.63  -0.32
C -3.63 -21.71 -6.48  -0.09
C -3.03 -22.26 -5.39  -0.06
C -2.45 -21.47 -4.38  -0.03
C -2.42 -20.11 -4.58  -0.10
C -2.98 -19.52 -5.70  -0.40
P -3.05 -17.67 -5.78  0.94
C -1.26 -17.14 -5.58  -0.24
C -3.55 -17.35 -4.03  -0.28
H -6.05 -20.73 -9.66  0.00
H -5.89 -21.64 -8.21  0.07
H -4.48 -21.69 -9.33  0.05
H -6.61 -19.63 -6.55  0.07
H -6.99 -18.80 -8.06  0.07
H -5.93 -18.04 -6.82  0.01
H -4.04 -22.35 -7.24  0.10
H -3.00 -23.30 -5.28  0.10
H -2.06 -21.98 -3.50  0.12
H -2.00 -19.46 -3.81  0.10
H -1.22 -16.13 -5.15  0.06
H -0.74 -17.19 -6.53  -0.01
H -0.74 -17.91 -5.03  0.04
H -2.77 -17.62 -3.30  0.04
H -4.47 -17.94 -3.80  0.06
H -3.85 -16.30 -3.89  0.04